# 1
{
  "formula": "C4H5NO",
  "method": "ωB97M-V/def2-TZVPD",
  "total_charge": 0,
  "orbital_gap_ha": 0.385,
  "species": ["C", "C", "C", "C", "N", "O", "H", "H", "H", "H", "H"],
  "xyz": [[0.234, -0.381, 0.025], [-0.691, 0.873, 0.286], [0.474, 1.079, 1.197], [-0.041, -1.315, -1.083], [1.088, -0.271, 0.933], [-0.778, 1.028, 1.700], [-0.928, 1.686, -0.360], [1.016, 2.015, 1.199], [-0.684, -2.071, -0.604], [0.840, -1.855, -1.353], [-0.531, -0.787, -1.939]],
  "nbo_charge": [0.33, -0.13, 0.22, -0.68, -0.43, -0.43, 0.20, 0.20, 0.25, 0.23, 0.24]
}


# 2
{
  "formula": "C4H5NO",
  "method": "ωB97M-V/def2-TZVPD",
  "total_charge": 0,
  "orbital_gap_ha": [0.314, 0.314],
  "species": ["C", "C", "C", "O", "C", "N", "H", "H", "H", "H", "H"],
  "xyz": [[-1.366, 0.487, -0.291], [-0.073, -0.154, -0.595], [0.686, -0.545, 0.574], [0.164, -0.657, 1.707], [2.056, -0.004, 0.370], [2.996, 0.654, 0.228], [-1.158, 1.084, 0.618], [-2.122, -0.230, 0.028], [-1.742, 1.111, -1.109], [0.357, -0.206, -1.594], [0.611, -1.588, -0.113]],
  "nbo_charge": [-0.70, 0.05, 0.06, -0.64, 0.22, -0.29, 0.27, 0.28, 0.24, 0.23, 0.28]
}


# 3
{
  "formula": "C4H5NO",
  "method": "ωB97M-V/def2-TZVPD",
  "total_charge": 0,
  "smiles": "Cc1ccno1",
  "orbital_gap_ha": 0.384,
  "species": ["C", "C", "C", "C", "N", "O", "H", "H", "H", "H", "H"],
  "xyz": [[0.482, -0.060, 1.622], [0.240, -0.017, 0.159], [-0.898, -0.310, -0.514], [-0.630, 0.209, -1.821], [0.584, 0.672, -1.911], [1.154, 0.505, -0.655], [0.534, 0.983, 1.951], [-0.367, -0.517, 2.142], [1.408, -0.568, 1.885], [-1.224, -1.277, -0.186], [-1.285, 0.379, -2.672]],
  "nbo_charge": [-0.67, 0.37, -0.44, -0.02, -0.13, -0.29, 0.24, 0.23, 0.23, 0.24, 0.22]
}


# 4
{
  "formula": "C4H5NO",
  "method": "ωB97M-V/def2-TZVPD",
  "total_charge": 0,
  "smiles": "C#[N+][O-].C#CC",
  "orbital_gap_ha": 0.393,
  "species": ["C", "N", "O", "H", "C", "C", "C", "H", "H", "H", "H"],
  "xyz": [[-0.025, -1.025, 2.353], [0.811, -0.395, 1.862], [1.683, 0.260, 1.352], [-0.865, -1.586, 2.689], [-1.416, -0.610, -0.469], [-0.568, 0.094, -0.956], [0.440, 0.956, -1.572], [-2.175, -1.235, -0.054], [1.310, 0.372, -1.886], [0.020, 1.453, -2.453], [0.784, 1.716, -0.866]],
  "nbo_charge": [-0.05, 0.22, -0.42, 0.25, -0.31, 0.04, -0.70, 0.23, 0.24, 0.23, 0.25]
}


# 5
{
  "formula": "C4H5NO",
  "method": "ωB97M-V/def2-TZVPD",
  "total_charge": 0,
  "orbital_gap_ha": 0.355,
  "species": ["N", "C", "C", "C", "C", "O", "H", "H", "H", "H", "H"],
  "xyz": [[-0.947, -0.364, -1.977], [-0.344, -0.137, -0.890], [1.141, -0.129, -0.845], [1.979, 0.047, 0.143], [-0.292, 0.246, 1.482], [-0.997, 0.129, 0.271], [-1.958, -0.337, -1.841], [1.661, -0.301, -1.792], [0.813, 0.252, 1.347], [-0.543, 1.192, 1.962], [-0.514, -0.597, 2.140]],
  "nbo_charge": [-0.66, 0.55, -0.63, 0.18, -0.20, -0.49, 0.36, 0.32, 0.18, 0.20, 0.20]
}


# 6
{
  "formula": "C4H5NO",
  "method": "ωB97M-V/def2-TZVPD",
  "total_charge": 0,
  "orbital_gap_ha": 0.353,
  "species": ["C", "C", "C", "O", "N", "C", "H", "H", "H", "H", "H"],
  "xyz": [[-0.416, -0.749, 0.497], [-0.852, 0.455, 1.145], [0.966, 0.909, -1.530], [0.400, -1.638, 1.146], [-0.771, 1.406, 0.221], [0.018, 0.736, -0.635], [0.100, -2.542, 0.999], [-1.109, -1.178, -0.224], [-1.071, 0.627, 2.191], [1.401, 1.888, -1.689], [1.335, 0.085, -2.122]],
  "nbo_charge": [0.03, 0.04, -0.51, -0.68, -0.42, 0.20, 0.48, 0.21, 0.20, 0.22, 0.22]
}


# 7
{
  "formula": "C4H5NO",
  "method": "ωB97M-V/def2-TZVPD",
  "total_charge": 0,
  "smiles": "C=C1N=CCO1",
  "orbital_gap_ha": 0.380,
  "species": ["C", "C", "N", "C", "C", "O", "H", "H", "H", "H", "H"],
  "xyz": [[-1.357, -1.200, -0.040], [-0.418, -0.511, -0.676], [0.976, -0.840, -0.676], [1.477, 0.198, -0.127], [0.372, 1.170, 0.228], [-0.570, 0.857, -0.791], [-1.174, -2.199, 0.321], [-2.294, -0.703, 0.182], [2.525, 0.284, 0.146], [-0.106, 0.706, 1.125], [0.570, 2.239, 0.309]],
  "nbo_charge": [-0.47, 0.39, -0.40, 0.10, -0.16, -0.49, 0.22, 0.22, 0.20, 0.20, 0.21]
}


# 8
{
  "formula": "C4H5NO",
  "method": "ωB97M-V/def2-TZVPD",
  "total_charge": 0,
  "orbital_gap_ha": 0.358,
  "species": ["C", "C", "C", "C", "O", "N", "H", "H", "H", "H", "H"],
  "xyz": [[1.708, -1.810, -0.352], [1.132, -0.523, 0.036], [0.611, 0.507, 0.365], [-1.415, 1.023, 0.858], [-0.138, 1.568, 0.617], [-2.257, 1.752, 0.158], [1.836, -1.875, -1.437], [1.042, -2.626, -0.049], [2.677, -1.971, 0.127], [-1.982, 2.518, -0.457], [-3.214, 1.436, 0.135]],
  "nbo_charge": [-0.67, -0.11, 0.28, 0.33, -0.54, -0.79, 0.23, 0.24, 0.23, 0.39, 0.41]
}


# 9
{
  "formula": "C4H5NO",
  "method": "ωB97M-V/def2-TZVPD",
  "total_charge": 0,
  "orbital_gap_ha": 0.310,
  "species": ["O", "C", "C", "C", "N", "C", "H", "H", "H", "H", "H"],
  "xyz": [[1.462, -0.646, 1.490], [0.639, -0.321, 0.680], [-0.812, 0.189, 0.911], [-1.306, -0.030, -0.507], [-0.293, 0.613, -1.302], [0.674, -0.421, -0.841], [-1.316, -0.352, 1.714], [-0.792, 1.261, 1.144], [0.118, -1.359, -1.042], [0.020, 1.493, -0.871], [1.607, -0.427, -1.375]],
  "nbo_charge": [-0.50, 0.59, -0.70, 0.30, -0.66, -0.38, 0.25, 0.25, 0.25, 0.33, 0.25]
}


# 10
{
  "formula": "C4H5NO",
  "method": "ωB97M-V/def2-TZVPD",
  "total_charge": 0,
  "smiles": "C[C@H]1O[C@H]1C#N",
  "orbital_gap_ha": 0.397,
  "species": ["C", "C", "O", "C", "C", "N", "H", "H", "H", "H", "H"],
  "xyz": [[0.280, 0.118, -1.401], [0.543, -0.367, 0.027], [1.038, 0.608, 0.935], [-0.067, -0.081, 1.391], [-1.362, 0.588, 1.413], [-2.223, 0.527, 0.656], [1.239, 0.337, -1.910], [-0.228, -0.653, -1.990], [-0.316, 1.029, -1.402], [1.068, -1.321, 0.060], [0.027, -0.784, 2.222]],
  "nbo_charge": [-0.64, 0.09, -0.46, -0.01, 0.20, -0.24, 0.23, 0.23, 0.23, 0.17, 0.21]
}


# 11
{
  "formula": "C4H5NO",
  "method": "ωB97M-V/def2-TZVPD",
  "total_charge": 0,
  "smiles": "N#C[C@@H]1C[C@@H]1O",
  "orbital_gap_ha": 0.377,
  "species": ["N", "C", "C", "C", "C", "O", "H", "H", "H", "H", "H"],
  "xyz": [[2.519, 1.006, 0.396], [1.522, 0.450, 0.606], [0.277, -0.209, 0.864], [-0.455, -0.953, -0.440], [-0.911, 0.332, 0.094], [-0.715, 1.432, -0.728], [0.371, -1.308, 0.910], [-1.049, -1.830, -0.160], [0.100, -0.996, -1.359], [-1.877, 0.390, 0.580], [0.218, 1.688, -0.763]],
  "nbo_charge": [-0.33, 0.24, -0.47, -0.35, 0.12, -0.69, 0.33, 0.22, 0.24, 0.20, 0.49]
}


# 12
{
  "formula": "C4H5NO2",
  "method": "ωB97M-V/def2-TZVPD",
  "total_charge": 0,
  "smiles": "Cc1coc(O)n1",
  "orbital_gap_ha": 0.349,
  "species": ["C", "C", "C", "O", "C", "O", "N", "H", "H", "H", "H", "H"],
  "xyz": [[-1.865, 0.451, 0.167], [-0.440, 0.200, -0.081], [-0.150, -1.117, -0.273], [1.227, -1.231, -0.178], [1.621, 0.021, -0.026], [2.919, 0.217, 0.132], [0.709, 0.946, 0.007], [-2.122, 0.528, 1.221], [-2.303, 1.344, -0.367], [-2.036, -0.720, 0.120], [-0.578, -1.811, -0.987], [3.018, 1.173, 0.266]],
  "nbo_charge": [-0.66, 0.13, -0.07, -0.42, 0.77, -0.64, -0.55, 0.23, 0.23, 0.25, 0.22, 0.51]
}


# 13
{
  "formula": "C4H5NO2",
  "method": "ωB97M-V/def2-TZVPD",
  "total_charge": 0,
  "smiles": "NC#C[C@H](O)C=O",
  "orbital_gap_ha": 0.352,
  "species": ["N", "C", "C", "C", "O", "C", "O", "H", "H", "H", "H", "H"],
  "xyz": [[-2.411, -0.849, -0.172], [-1.267, -0.621, 0.448], [-0.037, -0.668, 0.536], [1.087, 0.068, -0.017], [2.407, -0.257, 0.317], [0.979, 1.603, 0.029], [-0.031, 2.201, -0.238], [-3.309, -0.729, 0.256], [-2.380, -1.018, -1.167], [0.791, -0.391, -1.000], [2.408, -1.181, 0.591], [1.907, 2.134, 0.339]],
  "nbo_charge": [-0.80, 0.21, -0.18, -0.07, -0.70, 0.43, -0.50, 0.40, 0.39, 0.22, 0.48, 0.13]
}


# 14
{
  "formula": "C4H5NO2",
  "method": "ωB97M-V/def2-TZVPD",
  "total_charge": 0,
  "smiles": "C=CC=O.N=C=O",
  "orbital_gap_ha": 0.374,
  "species": ["C", "C", "C", "O", "H", "H", "H", "H", "N", "C", "O", "H"],
  "xyz": [[0.113, 1.468, 0.390], [-0.693, 0.819, -0.447], [-1.768, -0.065, 0.070], [-2.014, -0.208, 1.250], [0.935, 2.085, 0.042], [-0.023, 1.366, 1.464], [-0.561, 0.864, -1.526], [-2.349, -0.613, -0.696], [2.069, -0.908, 0.222], [1.175, -1.473, -0.380], [0.269, -1.902, -0.982], [2.849, -1.431, 0.592]],
  "nbo_charge": [-0.27, -0.36, 0.40, -0.53, 0.20, 0.22, 0.21, 0.12, -0.78, 0.88, -0.51, 0.42]
}


# 15
{
  "formula": "C4H5NO2",
  "method": "ωB97M-V/def2-TZVPD",
  "total_charge": 0,
  "smiles": "COc1ccno1",
  "orbital_gap_ha": 0.371,
  "species": ["C", "O", "C", "C", "C", "N", "O", "H", "H", "H", "H", "H"],
  "xyz": [[-2.018, -0.093, 0.052], [-1.028, -1.167, -0.065], [0.208, -0.606, -0.060], [0.751, 0.650, -0.057], [2.112, 0.370, 0.014], [2.423, -0.894, 0.049], [1.187, -1.533, -0.026], [-1.909, 0.439, 1.006], [-1.842, 0.657, -0.699], [-3.060, -0.514, -0.010], [0.213, 1.627, -0.228], [2.962, 1.064, 0.023]],
  "nbo_charge": [-0.26, -0.46, 0.61, -0.48, -0.03, -0.13, -0.30, 0.19, 0.18, 0.21, 0.25, 0.22]
}


# 16
{
  "formula": "C4H5NO2",
  "method": "ωB97M-V/def2-TZVPD",
  "total_charge": 0,
  "orbital_gap_ha": 0.299,
  "species": ["C", "C", "C", "C", "N", "O", "O", "H", "H", "H", "H", "H"],
  "xyz": [[0.695, -0.336, 1.347], [-1.516, 0.554, -1.864], [0.921, -1.518, -0.836], [0.074, 0.947, 1.745], [0.826, -0.846, 0.274], [-0.634, 1.263, -1.759], [-2.355, -0.207, -1.870], [0.192, -2.215, -1.274], [1.913, -1.459, -1.279], [0.866, 1.648, 2.142], [-0.675, 0.883, 2.538], [-0.306, 1.286, 0.838]],
  "nbo_charge": [0.22, 1.02, -0.37, -0.69, -0.27, -0.51, -0.51, 0.21, 0.19, 0.25, 0.24, 0.21]
}


# 17
{
  "formula": "C4H5NO2",
  "method": "ωB97M-V/def2-TZVPD",
  "total_charge": 0,
  "orbital_gap_ha": [0.262, 0.262],
  "species": ["O", "C", "C", "C", "N", "C", "O", "H", "H", "H", "H", "H"],
  "xyz": [[2.465, 0.257, 1.469], [1.475, 0.909, 1.122], [0.478, 0.410, 0.284], [0.185, -0.998, -0.117], [-1.023, -0.761, -0.949], [-1.522, 0.439, -0.602], [-0.739, 1.118, 0.137], [1.328, 1.968, 1.433], [-1.044, -1.026, -1.922], [0.967, -1.494, -0.695], [-0.083, -1.659, 0.727], [-2.487, 0.838, -0.887]],
  "nbo_charge": [-0.65, 0.30, -0.06, -0.25, -0.58, 0.44, -0.32, 0.11, 0.42, 0.23, 0.18, 0.20]
}


# 18
{
  "formula": "C4H5NO2",
  "method": "ωB97M-V/def2-TZVPD",
  "total_charge": 0,
  "smiles": "N/C(C=O)=C/C=O",
  "orbital_gap_ha": 0.321,
  "species": ["N", "C", "C", "O", "C", "C", "O", "H", "H", "H", "H", "H"],
  "xyz": [[-1.755, 0.797, -0.013], [-0.571, 0.179, -0.101], [-0.573, -1.336, -0.173], [-1.658, -1.841, 0.002], [0.692, 0.706, -0.187], [2.024, 0.011, -0.034], [2.243, -1.170, 0.013], [-2.559, 0.158, 0.138], [-1.844, 1.727, 0.234], [0.445, -1.738, -0.061], [0.664, 1.829, -0.043], [2.892, 0.678, 0.227]],
  "nbo_charge": [-0.76, 0.17, 0.37, -0.52, -0.43, 0.40, -0.56, 0.42, 0.39, 0.20, 0.20, 0.13]
}


# 19
{
  "formula": "C4H5NO2",
  "method": "ωB97M-V/def2-TZVPD",
  "total_charge": 0,
  "smiles": "COc1ccon1",
  "orbital_gap_ha": 0.395,
  "species": ["C", "O", "C", "C", "C", "O", "N", "H", "H", "H", "H", "H"],
  "xyz": [[-0.518, -2.036, -0.704], [-0.120, -0.754, -1.170], [0.003, 0.185, -0.231], [0.679, 1.409, -0.469], [0.459, 2.091, 0.675], [-0.223, 1.338, 1.547], [-0.503, 0.111, 0.974], [0.326, -2.502, -0.185], [-1.373, -1.959, -0.027], [-0.781, -2.610, -1.593], [1.343, 1.594, -1.287], [0.687, 3.092, 1.014]],
  "nbo_charge": [-0.26, -0.48, 0.44, -0.40, 0.15, -0.28, -0.21, 0.18, 0.20, 0.20, 0.24, 0.21]
}


# 20
{
  "formula": "C4H5NO2",
  "method": "ωB97M-V/def2-TZVPD",
  "total_charge": 0,
  "orbital_gap_ha": 0.311,
  "species": ["O", "C", "N", "C", "C", "O", "C", "H", "H", "H", "H", "H"],
  "xyz": [[1.140, -2.613, -1.007], [0.009, -1.274, -0.180], [-0.576, -0.271, -0.774], [-0.201, 1.095, -0.472], [-0.521, 1.437, 0.979], [-0.959, 0.642, 1.772], [1.090, -1.998, 0.109], [-1.570, -0.412, -0.916], [-0.735, 1.793, -1.126], [0.872, 1.236, -0.636], [-0.312, 2.486, 1.269], [1.763, -2.123, 0.981]],
  "nbo_charge": [-0.60, 0.24, -0.55, -0.33, 0.42, -0.50, 0.17, 0.39, 0.23, 0.24, 0.12, 0.17]
}


What did we get for relative energy (zero: lowest compared OMol25 entry of this formula, charge and spin)? Answer: 3.8944; 4.1469; 2.1808; 4.9239; 4.4028; 3.5634; 2.2593; 4.1458; 4.5114; 2.7552; 3.3623; 2.0441; 3.7403; 1.3802; 2.4912; 2.4084; 3.1947; 1.7995; 2.2999; 4.5274 eV, in the order shown.